[1]
Below is an isolated molecule of C17H20N2O, with properties calculated with ωB97M-V with the def2-TZVPD basis set.

```
40
Properties=species:S:1:pos:R:3:forces:R:3
C 4.2358 0.1547 0.7485 0.0 -0.1 0.0
C 2.9266 -0.4998 0.4246 0.0 0.0 0.0
C 2.2896 -1.3054 1.3595 0.1 0.0 -0.1
C 1.0854 -1.9091 1.0586 -0.1 -0.1 -0.1
C 0.4945 -1.7275 -0.1855 0.2 0.3 0.1
N -0.7297 -2.3782 -0.5107 -0.4 -0.4 0.1
N -1.8405 -1.5057 -0.5793 0.4 -0.1 -0.2
C -2.6348 -1.3228 0.4986 -0.3 0.1 -0.2
O -2.5358 -2.0215 1.4890 0.1 -0.1 0.3
C -3.6963 -0.2471 0.3468 0.0 0.1 0.1
C -3.1919 1.0437 -0.3114 -0.1 0.0 0.1
C -1.7870 1.4310 0.0808 0.0 0.2 -0.1
C -0.9741 2.0805 -0.8412 -0.1 0.0 0.0
C 0.3203 2.4442 -0.5171 0.0 0.1 0.0
C 0.8262 2.1554 0.7375 0.0 0.1 0.0
C 0.0239 1.5167 1.6658 0.0 0.0 0.1
C -1.2749 1.1641 1.3443 -0.1 0.1 0.0
C 1.1304 -0.9394 -1.1468 -0.1 -0.1 0.0
C 0.5380 -0.7535 -2.5116 0.1 0.0 0.1
C 2.3348 -0.3359 -0.8188 0.0 -0.1 0.2
H 4.4314 0.9878 0.0777 0.1 0.1 0.0
H 4.2418 0.5170 1.7746 0.1 0.1 0.1
H 5.0498 -0.5636 0.6441 0.1 0.0 0.0
H 2.7353 -1.4529 2.3326 0.0 0.0 0.1
H 0.5853 -2.5230 1.7942 -0.1 0.0 0.1
H -0.9652 -3.0531 0.2196 0.0 0.2 -0.3
H -1.8428 -0.8802 -1.3679 -0.1 -0.1 0.1
H -4.0790 -0.0474 1.3486 0.1 -0.1 0.0
H -4.5210 -0.6601 -0.2391 0.0 0.0 0.1
H -3.8707 1.8572 -0.0357 0.0 -0.1 -0.1
H -3.2423 0.9540 -1.4003 0.0 0.1 0.0
H -1.3647 2.3111 -1.8243 0.0 0.0 -0.1
H 0.9355 2.9474 -1.2487 0.1 0.0 -0.1
H 1.8391 2.4281 0.9909 0.1 0.0 0.0
H 0.4100 1.2889 2.6479 0.0 0.0 0.1
H -1.8850 0.6718 2.0852 -0.1 -0.1 0.1
H 1.3258 -0.6137 -3.2485 0.0 0.0 -0.1
H -0.0539 -1.6237 -2.7868 -0.1 0.0 -0.1
H -0.0969 0.1335 -2.5339 -0.1 0.1 -0.1
H 2.8271 0.2767 -1.5616 0.1 0.1 -0.1
```
Positions in Å, forces in eV/Å.

Computed properties:
- LUMO level (hartree) = 0.0294
- HOMO (hartree) = -0.3033
- spin multiplicity = 1
- E_tot (eV) = -22981.502
- relative energy (zero: lowest compared OMol25 entry of this formula, charge and spin) (eV) = 1.301
- gap between HOMO and LUMO (eV) = 9.1

=====

[2]
Below is a cluster of 2 separate species, C2H6NS in total in a non-equilibrium geometry, with properties calculated with ωB97M-V with the def2-TZVPD basis set.

```
10
Properties=species:S:1:pos:R:3:forces:R:3
S 0.3956 -2.2920 -2.1150 0.1 -0.4 -0.4
H 0.3683 -2.5057 -3.4431 0.0 0.0 -0.1
C 0.1160 1.0548 1.8344 -0.7 -0.2 0.7
C 0.2591 0.6035 0.5301 0.5 0.2 -1.2
N -0.8015 0.2196 -0.3562 -0.3 1.4 0.9
H -0.6859 1.7463 2.1659 0.0 0.0 0.0
H 1.0363 1.0831 2.3949 0.3 0.4 0.4
H 1.1757 0.7781 -0.0517 0.1 -0.2 0.1
H -1.4622 -0.3649 0.1242 -0.3 -0.4 0.4
H -0.4014 -0.3228 -1.0834 0.2 -0.6 -0.9
```
Positions in Å, forces in eV/Å.

Computed properties:
- LUMO level (alpha / beta) (hartree) = 0.2560 / 0.2549
- HOMO (alpha / beta) (hartree) = 0.1687 / 0.0546
- spin multiplicity = 2
- charge = -2
- E_tot (eV) = -14491.638
- relative energy (zero: lowest compared OMol25 entry of this formula, charge and spin) (eV) = 1.336
- gap between HOMO and LUMO (alpha / beta) (eV) = 2.4 / 5.5

=====

[3]
Below is a structure of composition CBiF2 in a non-equilibrium geometry, with properties calculated with ωB97M-V with the def2-TZVPD basis set.

```
4
Properties=species:S:1:pos:R:3:forces:R:3
C -0.6230 1.3432 -0.2279 -1.4 2.1 0.9
F -0.4020 2.7645 0.0742 0.0 -2.1 -0.7
Bi 0.4165 -0.3998 -0.0633 4.7 4.4 -1.9
F -0.3272 -2.0601 0.5025 -3.3 -4.5 1.6
```
Positions in Å, forces in eV/Å.

Computed properties:
- LUMO level (alpha / beta) (hartree) = 0.1491 / 0.1525
- HOMO (alpha / beta) (hartree) = -0.0742 / -0.0705
- spin multiplicity = 1
- charge = -1
- E_tot (eV) = -12307.686
- gap between HOMO and LUMO (alpha / beta) (eV) = 6.1 / 6.1

=====

[4]
Below is a structure of composition C33H50BeCl2N3O4Si in a non-equilibrium geometry, with properties calculated with ωB97M-V with the def2-TZVPD basis set.

```
94
Properties=species:S:1:pos:R:3:forces:R:3
C 2.3963 -2.6297 -2.8335 -0.1 -0.2 0.1
C 1.9673 -1.8484 -4.0489 0.1 0.0 -1.2
H 1.9441 -3.6386 -2.8415 0.3 0.4 0.1
H 2.1152 -2.1317 -1.8919 0.0 -0.2 -0.5
H 3.4990 -2.7386 -2.8609 -0.4 -0.1 0.1
C 2.0635 -2.3353 -5.2965 0.3 0.3 0.8
C 2.5132 -3.7128 -5.5979 0.0 -0.6 -0.3
H 1.9525 -1.6816 -6.1550 -0.3 0.0 0.2
H 2.0779 -4.4411 -4.9069 0.1 0.0 -0.1
H 3.6042 -3.8093 -5.5437 0.0 0.0 0.0
H 2.2152 -3.9809 -6.6139 0.0 -0.2 0.0
Be 1.0634 0.4284 -1.2906 0.9 -0.6 -0.7
Cl 2.7888 1.1618 -0.6993 0.0 0.2 0.5
C -0.2949 2.0523 -0.0161 0.9 -1.9 -1.0
O -0.2830 0.9828 -0.7240 -0.4 1.7 2.4
N -1.3586 2.7844 0.1615 -0.8 0.3 0.3
C -2.7331 2.2603 0.1822 0.1 0.0 -0.4
C -1.1394 4.2124 0.3385 0.3 -0.3 0.2
H 0.6320 2.4018 0.4905 -0.3 0.0 -0.8
H -2.8454 1.5297 0.9961 0.1 0.1 -0.3
H -2.9892 1.7992 -0.7805 -0.1 0.1 0.5
H -3.3735 3.1282 0.3717 0.0 -0.4 -0.1
H -0.3425 4.3591 1.0646 0.0 0.2 0.1
H -2.0564 4.6599 0.6890 -0.1 0.2 0.2
H -0.8403 4.6641 -0.6109 -0.1 0.1 0.1
H -3.2522 2.0573 3.4588 0.2 0.0 0.0
H -2.9299 0.7875 6.6588 0.5 -0.3 -0.2
C -3.3430 1.2744 4.2065 -0.4 -0.2 0.0
C -2.0708 0.3448 6.1243 0.3 -0.4 -0.2
N -2.0455 0.9071 4.7644 -0.4 0.2 0.8
H -3.8077 0.3998 3.7415 0.0 0.1 0.0
C -0.9559 1.0590 4.0204 -1.6 0.9 -1.3
O -0.9057 1.6060 2.9371 0.2 -0.4 0.4
H -1.1522 0.5620 6.6914 -0.3 0.1 -0.4
H 0.1486 0.5291 4.5271 1.2 -0.4 0.7
H -3.9850 1.6278 5.0152 0.0 0.0 -0.1
H -2.1696 -0.7560 6.0840 -0.2 0.4 0.1
H 0.5730 -4.2567 2.9031 0.2 -0.3 0.2
H -0.9716 -4.0173 -0.5862 -0.2 -0.4 0.4
C -0.4583 -3.9584 2.7390 0.0 0.1 -0.1
C -1.3907 -4.2045 0.4149 -0.1 -0.2 -0.1
N -0.5931 -3.4894 1.3791 1.0 2.2 0.1
H -0.7054 -3.2233 3.5163 -0.2 0.0 -0.3
C 0.0747 -2.3537 1.0285 0.1 0.5 -2.9
O 0.2891 -1.9816 -0.1668 -0.5 -0.8 3.2
H -2.4299 -3.8360 0.4382 0.4 -0.1 -0.1
H 0.4171 -1.7122 1.8745 0.0 -0.5 -0.2
H -1.1130 -4.8134 2.8221 -0.1 -0.2 0.4
H -1.3511 -5.2461 0.7414 0.0 -0.2 -0.6
O 1.0869 -0.1918 -2.6034 -1.2 -0.2 -0.8
C 1.6651 -0.3819 -3.8558 0.1 -0.1 1.7
C -0.0650 -0.2264 -5.8057 0.2 0.4 -0.1
C 0.9023 0.3297 -4.9646 0.1 0.1 0.2
H -0.4090 -1.2375 -5.6417 0.1 0.0 0.0
C -0.5545 0.5067 -6.8916 0.2 0.1 0.2
H 2.6499 0.0992 -3.7885 0.2 0.2 -0.3
C 1.2483 1.6668 -5.1254 -0.2 0.6 -0.9
H -1.2662 0.0592 -7.5698 -0.1 -0.1 0.0
C -0.1316 1.8120 -7.1278 0.4 0.4 0.8
C 0.7448 2.4158 -6.2046 0.0 -0.4 0.1
H 1.9533 2.1229 -4.4205 -0.2 -0.2 -0.3
H -0.5014 2.3890 -7.9766 0.1 -0.2 0.2
H 1.0777 3.4500 -6.3304 -0.2 -0.3 0.0
Si -3.0571 -0.1530 -2.5876 1.3 0.3 -2.1
Cl -3.7975 -1.9616 0.3899 -3.6 -0.8 4.9
C -3.2427 -0.6018 -4.4215 -0.9 -0.1 -0.7
C -2.0228 1.4654 -3.0219 0.3 0.7 0.4
C -2.4911 -1.6767 -1.7775 1.5 0.3 -0.2
H -2.9921 0.2267 -5.0977 -0.3 -0.2 0.2
H -4.2958 -0.8519 -4.5738 0.0 -0.3 -0.4
H -2.6186 -1.4517 -4.7340 -0.2 0.0 0.3
H -3.0641 -2.5654 -2.1423 0.3 0.8 0.4
H -2.7836 -1.4973 -0.6285 1.7 -0.1 -3.2
H -1.4172 -1.9121 -1.7234 -0.1 0.3 -0.6
H -1.9962 1.6207 -4.1253 -0.2 -0.2 0.8
H -0.9675 1.4615 -2.6891 -0.7 -0.1 -0.2
H -2.5196 2.3651 -2.5929 0.4 -0.3 -0.3
C 4.1132 3.3485 4.7692 0.1 -0.6 0.4
C 3.0035 3.3222 3.8728 0.1 -0.4 0.3
C 2.1098 2.2699 3.9267 0.4 0.8 -0.2
C 2.2618 1.2324 4.8755 0.9 0.5 0.5
C 1.2489 0.3011 5.1022 0.1 -1.6 0.6
C 1.4245 -0.7574 5.9709 0.2 0.2 0.2
C 2.6684 -0.8944 6.6766 -0.4 0.3 -0.4
C 3.6400 0.0813 6.5541 -0.5 -0.8 0.2
C 3.4455 1.1837 5.6979 -0.5 0.4 -0.6
C 4.3450 2.2762 5.6370 0.2 1.0 -0.6
H 4.7897 4.2166 4.7633 -0.3 -0.6 0.0
H 2.8729 4.1211 3.1331 0.1 -0.4 0.4
H 1.2745 2.2306 3.2332 0.1 0.0 0.2
H 0.6258 -1.4936 6.1686 0.4 0.5 -0.2
H 2.8066 -1.7706 7.3189 0.1 0.4 -0.2
H 4.5628 -0.0038 7.1189 0.0 0.1 0.0
H 5.2242 2.2718 6.2978 -0.4 0.0 -0.4
```
Positions in Å, forces in eV/Å.

Computed properties:
- LUMO level (alpha / beta) (hartree) = 0.0762 / 0.0513
- HOMO (alpha / beta) (hartree) = -0.1140 / -0.1089
- spin multiplicity = 1
- charge = -1
- E_tot (eV) = -81015.842
- relative energy (zero: lowest compared OMol25 entry of this formula, charge and spin) (eV) = 1.046
- gap between HOMO and LUMO (alpha / beta) (eV) = 5.2 / 4.4

=====

Repeat the third record exactly.
Below is a structure of composition CBiF2 in a non-equilibrium geometry, with properties calculated with ωB97M-V with the def2-TZVPD basis set.

```
4
Properties=species:S:1:pos:R:3:forces:R:3
C -0.6230 1.3432 -0.2279 -1.4 2.1 0.9
F -0.4020 2.7645 0.0742 0.0 -2.1 -0.7
Bi 0.4165 -0.3998 -0.0633 4.7 4.4 -1.9
F -0.3272 -2.0601 0.5025 -3.3 -4.5 1.6
```
Positions in Å, forces in eV/Å.

Computed properties:
- LUMO level (alpha / beta) (hartree) = 0.1491 / 0.1525
- HOMO (alpha / beta) (hartree) = -0.0742 / -0.0705
- spin multiplicity = 1
- charge = -1
- E_tot (eV) = -12307.686
- gap between HOMO and LUMO (alpha / beta) (eV) = 6.1 / 6.1

=====

Q: Among the records above, which one has the highest E_tot?
A: CBiF2

=====

Q: The highest E_tot belongs to which entry?
A: CBiF2

=====

Please write out number 2 again, unchanged.
Below is a cluster of 2 separate species, C2H6NS in total in a non-equilibrium geometry, with properties calculated with ωB97M-V with the def2-TZVPD basis set.

```
10
Properties=species:S:1:pos:R:3:forces:R:3
S 0.3956 -2.2920 -2.1150 0.1 -0.4 -0.4
H 0.3683 -2.5057 -3.4431 0.0 0.0 -0.1
C 0.1160 1.0548 1.8344 -0.7 -0.2 0.7
C 0.2591 0.6035 0.5301 0.5 0.2 -1.2
N -0.8015 0.2196 -0.3562 -0.3 1.4 0.9
H -0.6859 1.7463 2.1659 0.0 0.0 0.0
H 1.0363 1.0831 2.3949 0.3 0.4 0.4
H 1.1757 0.7781 -0.0517 0.1 -0.2 0.1
H -1.4622 -0.3649 0.1242 -0.3 -0.4 0.4
H -0.4014 -0.3228 -1.0834 0.2 -0.6 -0.9
```
Positions in Å, forces in eV/Å.

Computed properties:
- LUMO level (alpha / beta) (hartree) = 0.2560 / 0.2549
- HOMO (alpha / beta) (hartree) = 0.1687 / 0.0546
- spin multiplicity = 2
- charge = -2
- E_tot (eV) = -14491.638
- relative energy (zero: lowest compared OMol25 entry of this formula, charge and spin) (eV) = 1.336
- gap between HOMO and LUMO (alpha / beta) (eV) = 2.4 / 5.5